[1]
78
Properties=species:S:1:pos:R:3 method="wB97M-V/def2-TZVPD" total_charge=+3 e_above_lowest_kj_mol=51.76 homo_ev="-16.55 / -16.51" total_energy_ev=-106010.6268 spin_multiplicity=1 gap_ev="5.66 / 6.08"
Re -0.916 0.719 0.822
C -0.487 1.680 -5.719
C -0.669 1.085 -4.357
C 0.140 0.040 -3.903
C -0.032 -0.507 -2.646
C -1.035 -0.034 -1.800
N -1.206 -0.581 -0.480
C -1.467 -1.944 -0.326
C -1.573 -2.784 -1.449
C -1.718 -4.145 -1.327
C -1.760 -4.747 -0.070
C -1.893 -6.226 0.084
C -1.724 -3.919 1.054
C -1.632 -2.542 0.950
N -1.749 -1.795 2.162
C -2.201 -2.246 3.343
C -2.119 -1.229 4.281
C -1.601 -0.156 3.599
N -1.385 -0.479 2.297
C -1.800 1.063 -2.219
C -1.622 1.603 -3.481
N -2.716 1.689 -1.324
C -3.875 2.316 -1.568
C -4.268 2.966 -0.408
C -3.274 2.696 0.516
N -2.324 1.923 -0.044
H 0.110 1.032 -6.357
H 0.023 2.643 -5.644
H -1.447 1.855 -6.201
H 0.918 -0.349 -4.547
H 0.608 -1.312 -2.307
H -1.548 -2.351 -2.436
H -1.790 -4.755 -2.217
H -1.484 -6.754 -0.775
H -2.950 -6.492 0.160
H -1.399 -6.580 0.988
H -1.767 -4.393 2.023
H -2.563 -3.252 3.462
H -2.402 -1.284 5.318
H -1.348 0.834 3.948
H -2.209 2.463 -3.779
H -4.337 2.268 -2.541
H -5.154 3.558 -0.263
H -3.188 3.014 1.544
C 1.251 1.446 5.463
C 0.711 2.380 4.587
C 0.862 2.196 3.220
C 1.553 1.078 2.724
C 2.086 0.142 3.615
C 1.945 0.338 4.979
Ge 1.720 0.940 0.816
C 2.335 -0.704 0.036
C 3.117 -0.666 -1.122
C 3.599 -1.842 -1.676
C 3.296 -3.063 -1.087
C 2.516 -3.112 0.064
C 2.042 -1.937 0.624
C 2.101 2.576 -0.098
C 2.786 3.602 0.558
C 3.162 4.738 -0.140
C 2.843 4.866 -1.486
C 2.147 3.857 -2.143
C 1.779 2.714 -1.454
H 1.152 1.592 6.531
H 0.208 3.257 4.971
H 0.491 2.960 2.536
H 2.645 -0.712 3.253
H 2.388 -0.363 5.673
H 3.375 0.284 -1.577
H 4.227 -1.808 -2.556
H 3.687 -3.977 -1.513
H 2.306 -4.064 0.533
H 1.453 -1.987 1.536
H 3.046 3.513 1.606
H 3.709 5.524 0.362
H 3.139 5.755 -2.026
H 1.907 3.964 -3.192
H 1.248 1.924 -1.978

=====

[2]
55
Properties=species:S:1:pos:R:3 method="wB97M-V/def2-TZVPD" e_above_lowest_kj_mol=56.29 homo_ev="-4.72 / -4.99" total_energy_ev=-98837.2182 spin_multiplicity=1 gap_ev="4.63 / 4.94"
C 3.712 0.506 -2.940
C 2.588 1.322 -3.020
C 1.666 1.372 -1.955
C 1.994 0.734 -0.751
C 3.057 -0.176 -0.710
C 3.945 -0.261 -1.799
C 0.374 2.106 -2.159
C -0.333 1.722 -3.498
N -0.562 0.321 -3.700
Zn 1.147 1.208 0.915
C 3.213 -1.103 0.488
P 1.692 -2.010 0.926
H 2.404 1.943 -3.902
H 4.800 -0.937 -1.731
H 4.403 0.452 -3.783
H 3.485 -0.541 1.401
H 3.983 -1.870 0.303
H -0.330 1.969 -1.324
H 0.570 3.190 -2.231
H -1.320 2.216 -3.506
C 2.144 -3.550 1.729
C 0.774 -2.412 -0.565
H 0.267 2.094 -4.341
C 0.111 -0.389 -4.740
C -1.678 -0.314 -3.055
H 0.846 -1.273 1.854
H -0.303 -0.159 -5.741
H 1.178 -0.120 -4.739
H 0.012 -1.470 -4.562
H -2.584 -0.312 -3.693
H -1.427 -1.366 -2.835
H -1.916 0.206 -2.115
H 1.416 -2.985 -1.251
H -0.107 -3.015 -0.299
H 0.435 -1.509 -1.087
H 3.097 -3.917 1.323
H 2.248 -3.388 2.811
H 1.359 -4.298 1.557
H -0.022 -0.783 2.420
O -0.950 -0.997 5.331
S -1.750 -0.972 4.137
O -2.339 -2.181 3.626
N -0.829 -0.236 2.855
C -1.247 0.955 2.410
O -0.594 1.673 1.566
C -2.466 1.357 3.089
C -3.200 2.541 2.906
C -4.283 2.772 3.750
C -4.618 1.853 4.760
C -3.883 0.674 4.931
C -2.816 0.440 4.071
H -2.905 3.231 2.113
H -4.879 3.677 3.633
H -5.463 2.059 5.419
H -4.115 -0.050 5.706

=====

[3]
16
Properties=species:S:1:pos:R:3 method="wB97M-V/def2-TZVPD" e_above_lowest_kj_mol=114.52 homo_ev=-9.13 total_energy_ev=-6826.0585 spin_multiplicity=1 gap_ev=10.05 smiles=CN(C)C.O
C -0.617 -1.163 -0.898
N -0.253 -0.034 0.001
C 0.813 0.776 -0.641
C -1.390 0.831 0.252
H -0.851 -0.835 -1.929
H -1.608 -1.510 -0.568
H 0.068 -2.003 -0.787
H 1.393 1.222 0.144
H 1.557 0.222 -1.274
H 0.399 1.484 -1.361
H -1.210 1.676 0.907
H -2.324 0.356 0.588
H -1.806 1.295 -0.679
O 2.324 -0.972 2.114
H 1.826 -0.432 2.742
H 1.680 -0.911 1.391

=====

[4]
24
Properties=species:S:1:pos:R:3 method="wB97M-V/def2-TZVPD" e_above_lowest_kj_mol=58.03 homo_ev=-9.02 total_energy_ev=-10471.9204 spin_multiplicity=1 gap_ev=9.94 smiles=CC[C@H](C)NCN.O
C -1.817 -0.833 1.565
C -1.118 0.504 1.258
C 0.341 0.355 0.815
C 1.276 1.391 1.415
N 0.420 0.161 -0.648
C 1.745 0.332 -1.242
N 1.803 -0.086 -2.631
H -2.644 -0.952 0.861
H -1.164 -1.692 1.413
H -2.211 -0.871 2.580
H -1.688 1.043 0.497
H -1.127 1.153 2.132
H 0.683 -0.612 1.178
H 1.075 2.417 1.086
H 1.189 1.409 2.504
H 2.320 1.194 1.173
H -0.272 0.745 -1.126
H 2.045 1.382 -1.228
H 2.444 -0.291 -0.701
H 1.151 0.414 -3.216
H 1.643 -1.077 -2.729
O -2.358 -1.980 -1.907
H -1.475 -1.576 -1.941
H -2.262 -2.530 -1.105

=====

[5]
24
Properties=species:S:1:pos:R:3 method="wB97M-V/def2-TZVPD" total_charge=+3 homo_ev=-19.34 total_energy_ev=-65882.1750 spin_multiplicity=1 gap_ev=3.95
O 3.075 -0.472 1.919
C 3.159 0.042 0.822
O 4.281 0.343 0.219
C 1.861 0.339 0.081
P 0.637 -0.400 1.199
C -0.877 0.654 1.288
C -1.116 1.614 0.099
C -2.149 1.042 -0.875
I -1.537 1.187 -2.950
P 0.147 -2.421 0.216
O -0.766 -1.909 -1.281
O -0.912 -3.190 1.045
H 4.178 1.034 -0.455
H 1.878 -0.189 -0.873
H 1.740 1.407 -0.075
H -1.748 0.010 1.402
H -0.781 1.213 2.222
H -1.539 2.542 0.473
H -0.201 1.901 -0.400
H -3.082 1.592 -0.837
H -2.374 0.005 -0.673
H -1.727 -2.079 -1.126
H -1.506 -2.718 1.662
V -0.643 -1.547 -3.101

=====

[6]
78
Properties=species:S:1:pos:R:3 method="wB97M-V/def2-TZVPD" total_charge=-1 homo_ev=-5.09 total_energy_ev=-887299.9338 spin_multiplicity=1 gap_ev=6.48
C -3.026 6.100 1.160
C -2.998 4.854 2.191
C -2.669 3.553 1.320
C -3.279 2.190 1.883
C -2.163 1.033 2.095
Al -0.944 0.823 0.465
C 0.831 1.907 0.483
C 1.956 0.886 1.051
C 1.610 0.294 2.492
C 1.480 1.392 3.642
N 2.625 2.353 3.703
C 2.126 3.716 3.498
C 2.759 4.533 2.283
O 1.268 4.237 4.235
O -2.129 1.098 -0.953
C -2.219 -0.272 -1.477
C -0.709 -0.897 -1.425
C 0.055 0.029 -2.467
C 1.573 -0.446 -2.749
O 1.655 -1.853 -3.078
C 2.649 -2.135 -4.057
C 1.913 -3.009 -5.203
F 0.843 -3.700 -4.579
F 1.271 -2.133 -6.140
F 2.816 -3.882 -5.852
O -0.343 -0.869 -0.031
H -3.171 7.099 1.691
H -3.865 6.004 0.402
H -2.012 6.151 0.629
H -3.935 4.782 2.822
H -2.074 5.044 2.846
H -3.096 3.729 0.272
H -1.532 3.528 1.177
H -3.940 2.330 2.805
H -3.972 1.780 1.066
H -2.643 0.021 2.353
H -1.585 1.354 3.036
H 1.164 2.204 -0.573
H 0.759 2.862 1.097
H 2.969 1.435 1.068
H 2.112 0.013 0.328
H 2.473 -0.406 2.798
H 0.674 -0.360 2.521
H 0.465 1.918 3.552
H 1.431 0.849 4.658
H 3.346 2.152 3.004
H 1.961 5.215 1.862
H 3.678 5.097 2.629
H 3.035 3.808 1.438
H -2.737 -0.330 -2.501
H -2.914 -0.812 -0.748
H -0.878 -1.997 -1.658
H -0.498 -0.040 -3.459
H 0.117 1.121 -2.181
H 2.224 -0.287 -1.815
H 1.975 0.260 -3.542
H 3.541 -2.727 -3.658
H 3.069 -1.228 -4.591
C 3.132 -2.388 5.389
Br 2.326 -0.809 6.175
Br 1.884 -3.331 4.247
Br 4.784 -1.968 4.464
H 3.386 -3.059 6.206
C 2.555 -4.254 -0.052
Br 1.750 -2.691 0.758
Br 1.312 -5.186 -1.212
Br 4.210 -3.820 -0.970
H 2.811 -4.938 0.754
C -0.843 -6.166 -7.087
Br -2.732 -5.811 -6.839
Br -0.458 -8.066 -7.073
Br -0.150 -5.303 -8.679
H -0.322 -5.729 -6.237
C -5.428 -3.416 -0.413
Br -5.603 -1.488 -0.467
Br -3.663 -3.992 -0.974
Br -5.903 -4.136 1.324
H -6.138 -3.821 -1.130

=====

[7]
10
Properties=species:S:1:pos:R:3 method="wB97M-V/def2-TZVPD" total_charge=+1 e_above_lowest_kj_mol=365.31 homo_ev=-15.16 total_energy_ev=-7066.0507 spin_multiplicity=1 gap_ev=11.42 smiles=N1NC12N[NH2+]2
N 0.711 -0.400 1.245
N 1.181 -0.950 -0.062
C 0.000 -0.229 0.113
N -1.326 -0.060 -0.254
N -0.459 1.041 -0.573
H 1.033 0.343 1.829
H 1.088 -2.016 0.189
H -1.459 -0.726 -0.988
H -0.400 1.805 0.058
H -0.371 1.193 -1.557

=====

[8]
18
Properties=species:S:1:pos:R:3 method="wB97M-V/def2-TZVPD" e_above_lowest_kj_mol=342.34 homo_ev=-8.53 total_energy_ev=-7319.4806 spin_multiplicity=1 gap_ev=9.61
C 2.107 -0.761 0.265
C 1.788 0.591 -0.361
C 0.411 1.089 0.028
N -0.702 0.042 -0.939
C -1.913 0.055 -0.148
N -1.766 -0.933 0.900
H 1.710 -0.724 1.291
H 1.446 -1.494 -0.207
H 3.155 -1.031 0.364
H 1.762 0.469 -1.447
H 2.546 1.341 -0.136
H 0.030 0.728 0.984
H 0.262 2.163 -0.032
H -0.424 0.993 -1.133
H -2.772 -0.182 -0.774
H -2.062 1.058 0.278
H -0.808 -1.114 1.132
H -2.482 -1.184 1.556

=====

[9]
18
Properties=species:S:1:pos:R:3 method="wB97M-V/def2-TZVPD" e_above_lowest_kj_mol=95.61 homo_ev="-10.03 / -10.08" total_energy_ev=-11940.6587 spin_multiplicity=2 gap_ev="10.56 / 7.96"
C 2.211 1.909 1.022
C 0.958 2.147 0.213
N 0.445 1.128 -0.549
C 0.700 -0.273 -0.479
C -0.521 -1.036 0.149
O -0.173 -2.335 0.217
O 0.435 3.243 0.167
H 2.001 2.100 2.079
H 2.982 2.559 0.607
H 2.520 0.873 1.005
H -0.348 1.392 -1.113
H 0.881 -0.697 -1.464
H 1.549 -0.525 0.145
H -0.675 -0.583 1.138
H -1.406 -0.834 -0.471
H -4.056 -2.284 -1.042
H -3.308 -3.581 -0.813
O -4.195 -3.204 -0.810

=====

[10]
13
Properties=species:S:1:pos:R:3 method="wB97M-V/def2-TZVPD" e_above_lowest_kj_mol=566.22 homo_ev=-8.87 total_energy_ev=-6319.2994 spin_multiplicity=1 gap_ev=8.60
C 0.301 -1.516 0.947
O 0.119 -0.114 0.783
C -0.840 0.245 -0.132
C -1.297 1.493 -0.199
C 1.386 0.312 -1.250
H 0.553 -1.982 -0.014
H -0.600 -1.978 1.370
H 1.133 -1.648 1.643
H -1.167 -0.553 -0.797
H -2.006 1.773 -0.972
H -0.957 2.260 0.491
H 1.211 1.399 -1.413
H 2.163 0.310 -0.458

=====

[11]
130
Properties=species:S:1:pos:R:3 method="wB97M-V/def2-TZVPD" e_above_lowest_kj_mol=37.78 homo_ev=-7.46 total_energy_ev=-133126.6915 spin_multiplicity=1 gap_ev=7.15
C -2.149 2.145 -0.004
N -0.744 2.645 0.289
C -0.663 4.223 0.239
C -0.582 2.378 1.830
C 0.477 2.244 -0.414
C 0.436 0.624 -0.521
O 1.640 0.337 -1.303
H -2.135 1.110 0.034
H -2.385 2.532 -0.955
H -2.934 2.718 0.516
H 0.136 4.601 0.656
H -1.698 4.639 0.786
H -0.889 4.656 -0.678
H -1.134 3.127 2.409
H 0.446 2.604 2.238
H -0.746 1.335 1.982
H 1.346 2.611 0.116
H 0.517 2.713 -1.311
H -0.355 0.366 -1.160
H 0.296 -0.169 0.186
H 1.490 0.580 -2.247
N 2.107 1.129 -5.361
O 1.333 0.453 -5.937
O 1.990 1.110 -3.971
O 3.251 1.313 -5.787
O 7.170 1.697 0.632
S 6.431 1.075 -0.417
O 6.810 1.373 -1.817
O 6.504 -0.561 -0.198
C 7.745 -1.189 -0.328
C 7.454 -2.689 -0.360
C 4.730 1.528 -0.282
H 8.450 -0.922 0.333
H 8.091 -0.804 -1.379
H 8.243 -3.214 -0.572
H 6.684 -3.102 -1.300
H 7.226 -3.056 0.594
H 4.259 1.025 -0.985
H 4.824 2.532 -0.256
H 4.500 1.222 0.678
O -0.764 1.058 6.758
S -0.374 1.489 5.393
O -0.458 0.655 4.257
O -1.239 2.821 5.020
C -2.609 2.728 5.198
C -3.308 3.838 4.602
C 1.186 2.318 5.260
H -3.024 2.522 6.189
H -2.926 1.977 4.576
H -3.108 3.887 3.670
H -2.980 4.623 5.320
H -4.275 3.988 4.796
H 1.550 2.044 4.206
H 2.113 1.731 5.652
H 1.143 3.356 5.443
O -0.788 -5.151 -5.586
S 0.533 -5.051 -5.021
O 1.630 -4.809 -5.988
O 0.419 -3.687 -4.117
C 0.206 -2.380 -4.624
C -0.515 -1.412 -3.649
C 0.879 -6.330 -3.983
H -0.458 -2.395 -5.386
H 1.151 -2.108 -5.075
H -0.195 -0.433 -3.935
H -0.276 -1.401 -2.680
H -1.570 -1.491 -3.483
H 0.319 -6.669 -3.047
H 1.995 -6.332 -3.885
H 0.526 -7.195 -4.537
C -4.370 -2.107 2.867
C -3.655 -0.904 3.482
O -3.970 0.189 2.606
C -4.423 -0.204 1.533
O -4.796 0.434 0.535
O -4.520 -1.563 1.566
H -5.321 -2.421 3.022
H -3.924 -2.945 3.010
H -2.651 -1.070 3.319
H -3.983 -0.801 4.572
C 4.207 -2.715 -3.766
C 3.791 -1.776 -2.772
O 3.503 -2.588 -1.570
C 3.591 -3.803 -1.894
O 3.543 -4.744 -1.015
O 4.004 -3.992 -3.136
H 5.305 -2.569 -3.892
H 3.725 -2.535 -4.613
H 2.947 -1.342 -3.018
H 4.474 -0.892 -2.634
C 0.084 -3.976 -0.745
C -1.389 -4.396 -1.129
O -2.056 -3.375 -0.411
C -1.295 -2.362 -0.067
O -1.760 -1.319 0.484
O -0.043 -2.619 -0.197
H 0.606 -3.800 -1.679
H 0.721 -4.540 -0.082
H -1.642 -5.341 -0.580
H -1.685 -4.526 -2.112
C -6.385 5.764 3.328
C -6.462 6.919 2.166
O -5.318 6.523 1.344
C -5.109 5.297 1.660
O -4.245 4.598 1.008
O -5.559 4.852 2.756
H -7.378 5.242 3.742
H -6.050 6.075 4.386
H -6.140 7.816 2.602
H -7.454 6.837 1.650
C 3.259 -1.598 1.615
C 2.670 -0.478 2.398
O 3.803 -0.009 3.091
C 4.862 -0.779 2.834
O 5.982 -0.622 3.321
O 4.552 -1.766 2.100
H 3.362 -1.224 0.542
H 2.698 -2.437 1.674
H 2.111 -0.730 3.369
H 2.298 0.377 1.823
C -5.703 -0.879 -2.514
C -4.269 -1.350 -2.312
O -3.548 -0.174 -2.678
C -4.272 0.787 -3.120
O -3.799 1.886 -3.457
O -5.527 0.435 -3.219
H -6.038 -0.513 -1.483
H -6.439 -1.421 -3.054
H -4.002 -1.987 -3.196
H -3.871 -1.970 -1.381

=====

[12]
15
Properties=species:S:1:pos:R:3 method="wB97M-V/def2-TZVPD" e_above_lowest_kj_mol=99.59 homo_ev=-8.83 total_energy_ev=-18092.7101 spin_multiplicity=1 gap_ev=9.09
H 2.193 0.362 0.528
N 2.293 0.513 -0.476
C 1.191 0.602 -1.068
N -0.114 0.474 -0.556
C -1.170 0.500 -1.412
S -2.748 0.333 -1.054
C -0.305 0.268 0.890
C -0.212 -1.201 1.257
H 1.205 0.765 -2.179
H -0.863 0.665 -2.449
H 0.467 0.816 1.355
H -1.291 0.709 1.133
H -0.347 -1.365 2.331
H 0.732 -1.697 0.956
H -1.032 -1.745 0.743

=====

[13]
20
Properties=species:S:1:pos:R:3 method="wB97M-V/def2-TZVPD" total_charge=+1 e_above_lowest_kj_mol=84.73 homo_ev="-14.54 / -14.54" total_energy_ev=-9387.8072 spin_multiplicity=2 gap_ev="10.46 / 6.67"
C -1.279 -0.626 -1.527
C -0.735 -2.033 -1.389
H -1.880 -0.501 -2.420
H -1.801 -0.506 -0.577
H -0.474 0.089 -1.688
H 0.221 -2.163 -0.896
H -1.484 -2.766 -1.160
H -0.302 -2.289 -2.422
C -1.121 0.890 1.713
C 0.203 0.975 1.057
C 1.211 -0.056 0.978
C 1.873 1.889 0.201
N 0.646 2.139 0.617
N 2.294 0.612 0.416
H -1.699 -0.048 1.649
H -1.847 1.598 1.337
H 1.244 -1.102 1.194
H 2.606 2.645 -0.037
H 3.240 0.372 0.154
H -0.916 0.881 2.801